Entry 1:
Below is a 2-piece molecular cluster, C4H9NO overall, with properties calculated with ωB97M-V/def2-TZVPD.

The SMILES is [H]/N=C/O.C=CC. Its multiplicity is 1. For the energy above the lowest of the compared OMol25 structures with the same formula, charge and spin, the calculation gives 38.7 kcal/mol. Its orbital gap is 0.3965 hartree.

The geometry in XYZ format:
```
15
Properties=species:S:1:pos:R:3:lowdin_charge:R:1
O 1.377 0.835 -1.161 0.02
H 2.427 0.627 1.783 0.05
H -2.650 0.099 0.974 0.08
H 0.690 0.154 -1.001 0.06
H -1.780 -0.826 -1.484 0.10
H -0.992 0.720 1.054 0.06
H -0.110 -2.452 -0.770 0.06
C -1.787 0.404 0.370 -0.11
H 2.852 1.733 -0.157 0.13
C -1.325 -0.737 -0.497 -0.26
H 0.085 -1.555 0.843 0.05
N 1.785 0.362 1.041 0.09
C -0.411 -1.633 -0.121 -0.03
H -2.100 1.265 -0.230 0.07
C 2.056 0.995 -0.024 -0.36
```

---

Entry 2:
Below is one molecule with the formula C3H2Cl2O2 in a non-equilibrium geometry, with properties calculated with ωB97M-V/def2-TZVPD.

The SMILES is O=C(O)/C(Cl)=C\Cl. Its multiplicity is 1. For the energy above the lowest of the compared OMol25 structures with the same formula, charge and spin, the calculation gives 41.2 kcal/mol. Its orbital gap is 0.3617 hartree.

The geometry in XYZ format:
```
9
Properties=species:S:1:pos:R:3:lowdin_charge:R:1
Cl -1.676 -0.818 -1.415 0.60
C -1.083 0.701 -0.552 -0.41
H 2.079 0.095 1.217 -0.01
Cl 1.060 1.877 0.359 0.77
O 1.653 -0.709 1.376 0.04
H -1.473 1.562 -0.922 0.04
C 0.053 0.528 0.049 -0.67
C 0.437 -0.869 0.677 -0.43
O 0.024 -2.020 0.699 0.08
```

---

Entry 3:
Below is a 7-piece molecular cluster, C18H45NO10 overall in a non-equilibrium geometry, with properties calculated with ωB97M-V/def2-TZVPD.

The SMILES is CC[C@H](C)OC(=O)OOC#N.CCO.CCO.CCO.CCO.CCO.CCO. Its multiplicity is 1. Its orbital gap is 0.3372 hartree.

The geometry in XYZ format:
```
74
Properties=species:S:1:pos:R:3:lowdin_charge:R:1
H 4.310 -1.046 -2.155 0.07
H 1.065 -1.366 -6.891 0.09
H 3.705 0.163 -1.029 0.08
H 0.812 -5.565 -6.386 0.08
H -6.190 -0.934 -2.982 0.08
O -0.823 -2.155 -4.112 -0.05
H -0.195 5.096 9.985 0.07
H -0.123 0.762 0.925 0.09
C 1.015 -3.872 -4.869 -0.19
C 3.650 0.780 -3.099 -0.32
O -0.303 1.576 0.424 -0.09
H -0.209 2.498 5.593 0.08
H 1.963 -1.496 -5.183 0.08
H -5.718 -1.066 -0.512 0.11
H -2.073 5.392 8.521 0.10
H -2.347 0.917 6.601 0.11
H -4.451 0.162 -0.703 0.10
H 1.973 -3.669 -5.532 0.11
O -3.665 -2.537 -5.577 -0.05
H -1.923 2.697 -0.126 0.12
C -2.715 2.914 5.876 -0.10
C 0.386 4.962 9.067 -0.09
H 3.611 1.854 -2.893 0.11
H 0.411 -0.416 -5.308 0.09
O -1.572 5.242 7.701 -0.10
C -1.814 1.867 6.497 -0.32
C 7.586 -2.482 0.658 -0.10
H -0.712 -5.407 -5.197 0.07
N -4.145 -5.163 -6.288 0.14
H 0.937 -6.159 -4.521 0.08
O -2.051 -4.102 -3.354 0.06
O -0.679 1.651 5.671 -0.09
H -1.686 2.768 2.366 0.08
H 0.410 3.888 8.859 0.07
C 0.478 -5.369 -5.265 -0.14
C -5.398 -0.206 -1.108 -0.32
H 7.610 -3.556 0.450 0.08
H -3.597 3.089 6.498 0.08
C 6.950 -1.731 -0.493 -0.33
H 6.911 -0.656 -0.287 0.10
C -1.707 1.788 0.443 -0.33
H -4.493 -1.376 -2.684 0.05
C -2.189 1.931 1.872 -0.10
H 0.321 5.559 6.996 0.11
H -1.473 2.181 7.488 0.10
H -1.956 1.031 2.451 0.08
C 4.286 0.029 -1.947 -0.10
H 7.005 -2.348 1.576 0.07
O -6.367 0.824 -0.978 -0.09
C -4.155 -3.937 -5.807 -0.06
H -3.270 2.099 1.904 0.08
O 2.328 0.309 -3.313 -0.10
H 1.827 0.458 -2.493 0.09
H 1.291 -3.756 -3.737 0.13
H -7.206 0.484 -1.332 0.09
C -0.048 -2.652 -5.262 -0.31
H -3.041 2.598 4.879 0.06
O -3.436 -2.382 -4.303 -0.09
C 0.930 -1.378 -5.727 -0.06
H -0.694 -2.947 -6.194 0.16
H 4.221 0.626 -4.019 0.11
O 5.628 -2.202 -0.708 -0.11
H 7.521 -1.885 -1.414 0.12
H -4.932 0.283 -3.158 0.09
H -0.289 6.788 8.122 0.11
H 1.408 5.311 9.243 0.08
C -5.239 -0.585 -2.566 -0.09
H 5.127 -2.052 0.112 0.10
H -2.196 0.945 -0.054 0.09
C -0.250 5.713 7.916 -0.32
H 5.308 0.377 -1.772 0.07
H 8.608 -2.133 0.833 0.07
H -2.178 3.860 5.750 0.06
C -2.089 -2.885 -3.938 -0.19
```

---

Entry 4:
Below is a 2-piece molecular cluster, CH7N2O overall, with properties calculated with ωB97M-V/def2-TZVPD.

Its net charge is -1. Its multiplicity is 1. For the energy above the lowest of the compared OMol25 structures with the same formula, charge and spin, the calculation gives 5.8 kcal/mol. Its orbital gap is 0.2838 hartree.

The geometry in XYZ format:
```
11
Properties=species:S:1:pos:R:3:lowdin_charge:R:1
H 0.931 -1.232 -0.225 0.03
N -0.008 -1.279 -0.611 -0.04
H -1.904 -1.008 0.272 0.07
N -0.917 0.825 0.355 -0.05
H 0.069 -0.652 -1.405 0.04
C -0.887 -0.642 0.377 -0.41
H 0.093 1.098 0.391 -0.01
H -0.528 -0.910 1.375 0.09
H 2.555 1.409 0.314 -0.18
O 1.784 1.299 -0.253 -0.57
H -1.189 1.091 -0.589 0.03
```

---

Entry 5:
Below is one molecule with the formula C6H7NO4S2 in a non-equilibrium geometry, with properties calculated with ωB97M-V/def2-TZVPD.

The SMILES is Nc1c([SH](=O)=O)cccc1[SH](=O)=O. Its multiplicity is 1. For the energy above the lowest of the compared OMol25 structures with the same formula, charge and spin, the calculation gives 89.5 kcal/mol. Its orbital gap is 0.2983 hartree.

The geometry in XYZ format:
```
20
Properties=species:S:1:pos:R:3:lowdin_charge:R:1
C -1.508 0.157 -0.276 -0.16
H -3.829 -0.242 1.018 0.12
C -1.264 1.481 -0.386 -0.09
S 2.812 -0.762 -0.098 0.73
C 0.016 2.129 -0.354 -0.07
H 1.134 -2.501 -0.297 0.06
H -2.074 2.095 -0.301 0.09
O -2.680 -2.129 0.174 -0.36
C 0.059 -0.877 -0.286 -0.12
C 1.143 -0.017 -0.367 -0.27
O 2.729 -2.154 -0.554 -0.38
C 1.197 1.393 -0.372 -0.07
S -2.961 -0.730 -0.070 0.64
O 3.913 -0.050 -0.640 -0.34
H -0.737 -2.785 -0.204 0.11
N 0.130 -2.213 -0.255 0.14
H 0.079 3.178 -0.611 0.10
O -3.856 -0.421 -1.117 -0.35
H 3.157 -0.851 1.323 0.12
H 2.175 1.856 -0.413 0.11
```

---

Entry 6:
Below is a 2-piece molecular cluster, H4N2OS2 overall in a non-equilibrium geometry, with properties calculated with ωB97M-V/def2-TZVPD.

The SMILES is [O-][NH+]=S.NS. Its multiplicity is 1. For the energy above the lowest of the compared OMol25 structures with the same formula, charge and spin, the calculation gives 68.6 kcal/mol. Its orbital gap (spin up / spin down) is 0.2815 / 0.2816 hartree.

The geometry in XYZ format:
```
9
Properties=species:S:1:pos:R:3:lowdin_charge:R:1
H 1.201 0.764 -0.983 -0.14
H 2.068 -0.499 1.595 -0.02
H -2.521 0.652 -1.470 0.17
H 1.235 -1.610 0.669 0.12
S -2.581 -0.630 0.525 0.66
S 2.302 0.010 -0.573 0.59
O -1.169 1.256 -0.080 -0.14
N -2.066 0.515 -0.456 -0.69
N 1.531 -0.457 0.772 -0.54
```

---

Entry 7:
Below is a 3-piece molecular cluster, C3H13NO3 overall in a non-equilibrium geometry, with properties calculated with ωB97M-V/def2-TZVPD.

The SMILES is CCNCO.O.O. Its multiplicity is 1. For the energy above the lowest of the compared OMol25 structures with the same formula, charge and spin, the calculation gives 65.8 kcal/mol. Its orbital gap is 0.3555 hartree.

The geometry in XYZ format:
```
20
Properties=species:S:1:pos:R:3:lowdin_charge:R:1
C 1.333 -0.481 -0.870 -0.31
H 0.027 6.118 3.722 0.04
H 2.081 0.296 -1.354 0.14
H -0.603 6.477 2.505 0.06
H -0.364 -0.019 -2.128 0.12
C -2.008 -1.606 -2.002 -0.12
O 1.031 -2.339 1.544 -0.06
H -2.223 -1.314 -3.001 0.05
O 0.761 0.147 0.274 -0.06
H 1.726 -2.737 0.964 0.05
H -2.541 -2.643 -2.170 0.10
N 0.339 -0.745 -1.876 -0.07
O -0.858 5.944 3.321 -0.10
H -2.851 -1.225 -1.382 0.08
H 1.242 -2.608 2.444 0.04
C -0.662 -1.663 -1.352 -0.33
H 1.976 -1.278 -0.434 0.11
H 0.548 0.971 -0.071 0.04
H -0.142 -2.781 -1.432 0.16
H -0.699 -1.556 -0.294 0.07
```

---

Entry 8:
Below is C29H25CoF6N3O6PS2 as an isolated structure, with properties calculated with ωB97M-V/def2-TZVPD.

Its net charge is -1. Its multiplicity is 2. For the energy above the lowest of the compared OMol25 structures with the same formula, charge and spin, the calculation gives 0.0 kcal/mol. Its orbital gap (spin up / spin down) is 0.2744 / 0.2879 hartree.

The geometry in XYZ format:
```
73
Properties=species:S:1:pos:R:3:lowdin_charge:R:1
C -3.491 -3.779 3.227 -0.68
C -1.383 3.598 -0.179 -0.09
O -4.391 -2.497 1.167 -0.27
S -3.298 -2.351 2.077 0.60
H 0.955 1.110 2.585 0.07
C -3.768 3.347 -0.117 -0.09
H -1.841 -0.303 -1.591 0.07
C -2.645 4.166 -0.068 -0.10
C -1.258 2.226 -0.342 -0.33
O -1.584 0.289 2.315 -0.31
C 1.698 2.843 1.545 -0.26
F -4.708 -3.792 3.773 0.13
H -3.052 -0.650 -0.359 0.05
C -3.639 1.976 -0.285 -0.04
H 3.515 -6.371 -2.877 0.09
C 2.653 3.794 1.893 -0.05
F -2.180 -1.021 5.777 0.13
C 2.347 3.136 -0.763 -0.08
C -1.443 -0.638 4.730 -0.67
H -1.656 1.995 -2.972 0.08
O -1.949 -2.476 1.585 -0.29
H 2.229 -0.470 -1.006 0.10
C 3.366 -5.410 -0.961 -0.09
C 1.331 -3.897 -2.097 -0.01
H -0.199 2.420 2.474 0.08
H 3.254 -1.313 -3.075 0.10
H 2.991 -4.283 0.834 0.10
C 0.861 2.198 2.611 -0.05
H 3.904 4.557 -1.156 0.10
C 2.721 -4.453 -0.197 -0.02
O 0.825 -1.429 1.683 -0.17
C 1.707 -3.698 -0.777 -0.17
H -4.520 1.345 -0.305 0.11
C -2.382 1.386 -0.405 -0.32
C 0.380 1.310 -3.220 -0.25
H 4.181 5.149 1.240 0.10
O -3.198 1.107 3.977 -0.26
C 0.845 0.837 -1.987 -0.30
H 0.598 1.162 -5.341 0.10
F -2.590 -3.742 4.208 0.13
C 1.543 2.512 0.189 -0.28
F -3.325 -4.917 2.546 0.13
H -4.754 3.783 -0.008 0.10
H -0.457 3.258 -2.805 0.08
C 3.292 4.084 -0.399 -0.10
S -2.523 0.001 3.377 0.61
C 1.878 -0.103 -1.965 -0.11
N 1.026 -2.682 -0.041 -0.21
F -0.619 0.336 5.131 0.13
H 1.699 -5.018 -3.879 0.10
C -2.141 -0.078 -0.557 -0.18
F -0.712 -1.669 4.324 0.14
Co -0.658 -0.685 0.616 0.31
H 2.412 -0.498 -5.273 0.10
C 2.458 -0.580 -3.126 -0.09
H 1.157 2.549 3.600 0.08
N -3.539 -1.149 3.072 -0.27
H 2.777 4.048 2.940 0.10
P 0.278 1.267 -0.293 1.14
C -0.701 2.350 -3.358 -0.04
H 2.238 2.871 -1.808 0.10
O 0.015 -2.076 -0.625 -0.15
C 1.989 -4.862 -2.847 -0.09
N 1.465 -2.370 1.117 0.01
H -0.497 4.220 -0.116 0.11
H -2.752 5.233 0.078 0.09
C 3.445 4.414 0.938 -0.10
C 1.986 -0.128 -4.349 -0.09
H -0.831 2.613 -4.408 0.07
H 0.539 -3.290 -2.507 0.11
H 4.155 -6.000 -0.513 0.10
C 0.962 0.804 -4.384 -0.06
C 3.006 -5.619 -2.287 -0.11
```

---

Entry 9:
Below is one molecule with the formula CH5NOP2 in a non-equilibrium geometry, with properties calculated with ωB97M-V/def2-TZVPD.

The SMILES is CP(#N)OP. Its multiplicity is 1. For the energy above the lowest of the compared OMol25 structures with the same formula, charge and spin, the calculation gives 32.4 kcal/mol. Its orbital gap is 0.3477 hartree.

The geometry in XYZ format:
```
10
Properties=species:S:1:pos:R:3:lowdin_charge:R:1
H -1.975 -0.090 -1.085 0.04
P 0.180 -0.718 -0.182 0.58
O 1.238 0.503 -0.258 -0.76
H 2.866 -0.303 1.139 -0.11
P 2.894 0.407 -0.073 0.77
H -1.921 0.042 0.686 0.04
N 0.931 -1.973 -0.043 -0.30
H 3.048 -0.807 -0.756 -0.12
H -1.125 1.294 -0.320 0.04
C -1.383 0.246 -0.236 -0.19
```

---

Entry 10:
Below is an isolated ion of composition C4H8NOS and charge -1 in a non-equilibrium geometry, with properties calculated with ωB97M-V/def2-TZVPD.

The SMILES is C[C@@H](C[S-])NC=O. Its net charge is -1. Its multiplicity is 1. For the energy above the lowest of the compared OMol25 structures with the same formula, charge and spin, the calculation gives 39.6 kcal/mol. Its orbital gap is 0.2302 hartree.

The geometry in XYZ format:
```
15
Properties=species:S:1:pos:R:3:lowdin_charge:R:1
N -1.001 0.233 -0.919 0.02
C 0.528 1.165 0.967 -0.10
O -3.089 -0.563 -0.595 -0.06
H 0.857 -1.238 0.838 0.02
C 0.973 -0.979 -0.186 -0.84
S 2.705 -1.150 -0.628 0.11
H 1.457 0.916 1.505 0.07
H 0.383 2.239 0.814 0.06
H 0.555 -1.827 -0.769 0.03
H 1.101 0.905 -1.273 0.15
H -0.987 0.123 -2.004 0.18
H -1.733 -0.745 0.880 0.14
C 0.386 0.376 -0.363 -0.49
C -1.983 -0.302 -0.117 -0.37
H -0.152 0.847 1.849 0.08
```

---

Entry 11:
Below is one molecule with the formula C21H25N5O4 in a non-equilibrium geometry, with properties calculated with ωB97M-V/def2-TZVPD.

The SMILES is COCC[C@@H]1CCCCN1C(=O)c1cc(COc2ccc(-n3cncn3)cc2)on1. Its multiplicity is 1. For the energy above the lowest of the compared OMol25 structures with the same formula, charge and spin, the calculation gives 116.9 kcal/mol. Its orbital gap is 0.3368 hartree.

The geometry in XYZ format:
```
55
Properties=species:S:1:pos:R:3:lowdin_charge:R:1
C 0.896 4.014 6.342 -0.22
H 5.781 1.753 -2.557 0.09
H 0.086 0.964 4.397 0.11
H -3.434 3.320 4.949 0.11
C 0.337 -1.689 -5.379 -0.20
C -2.944 2.440 4.566 -0.01
H -2.896 -2.326 2.969 0.14
C -3.685 1.493 3.894 0.01
H -1.435 -2.188 -4.262 0.12
N -0.064 4.951 6.483 0.08
C -3.400 -1.713 2.210 -0.11
H -1.546 -0.650 -5.126 0.11
H -4.744 1.624 3.744 0.12
O -3.924 -0.531 2.761 -0.03
C 1.283 -2.526 -4.523 -0.14
H 3.548 -1.059 -3.927 0.12
H 1.893 4.137 6.710 0.10
C -0.974 1.099 4.249 0.00
C -1.105 4.408 5.905 -0.14
C -0.432 -0.552 -3.289 -0.14
C -3.083 0.338 3.393 -0.26
H -2.065 4.871 5.816 0.12
N -1.751 -0.434 -0.729 0.11
H -0.867 -3.003 1.074 0.13
H 2.230 0.092 -4.146 0.11
O 3.881 1.156 -2.330 -0.18
C 5.221 0.821 -2.594 -0.12
O -2.694 -0.453 0.235 0.05
N 0.499 2.938 5.713 0.10
C 0.298 -1.806 -1.259 -0.39
C 1.676 -1.807 -3.226 -0.28
O 1.114 -2.516 -0.686 0.06
H 5.347 0.368 -3.584 0.08
H 0.785 -3.462 -4.259 0.12
H -1.216 -0.729 3.199 0.11
H 2.186 -2.772 -5.082 0.12
H 2.124 0.470 -1.688 0.13
C -1.718 0.148 3.576 0.00
C -0.936 -1.438 -0.511 -0.16
C 2.650 -0.648 -3.464 -0.11
C -1.577 2.247 4.748 -0.19
H -4.280 -2.258 1.848 0.15
H 2.168 -2.524 -2.559 0.15
N -0.791 3.182 5.429 -0.08
C 3.022 0.054 -2.153 -0.22
C -2.460 -1.479 1.068 -0.24
C -0.880 -1.292 -4.550 -0.16
H 5.612 0.131 -1.836 0.09
H 0.085 0.371 -3.571 0.13
H 0.845 -0.792 -5.736 0.11
N 0.474 -1.376 -2.522 -0.01
H 3.466 -0.673 -1.457 0.13
C -1.346 -2.148 0.650 0.07
H -1.286 -0.283 -2.670 0.09
H 0.027 -2.265 -6.253 0.11
```

---

Entry 12:
Below is one molecule with the formula C18H21FN2O4S in a non-equilibrium geometry, with properties calculated with ωB97M-V/def2-TZVPD.

The SMILES is CC(C)(C)OC(=O)CN(Cc1ccc(F)cc1)Cc1ccc([N+](=O)[O-])s1. Its multiplicity is 1. For the energy above the lowest of the compared OMol25 structures with the same formula, charge and spin, the calculation gives 106.0 kcal/mol. Its orbital gap is 0.2955 hartree.

The geometry in XYZ format:
```
47
Properties=species:S:1:pos:R:3:lowdin_charge:R:1
H -2.067 3.669 2.385 0.09
H -1.520 1.837 4.638 0.07
C 4.753 0.453 0.380 0.01
C 1.895 -1.465 -0.239 -0.17
H -2.637 0.560 4.207 0.05
N -2.177 0.891 -2.963 -0.40
H -3.631 1.896 1.341 0.05
H 2.798 -1.024 -0.784 0.15
O -1.806 2.051 -3.216 0.03
H 1.907 -2.533 -0.144 0.11
C -2.288 1.521 3.942 -0.02
H 0.603 -2.482 1.485 0.14
C 5.523 1.101 -0.678 0.00
C 4.985 2.098 -1.437 -0.31
H -0.342 3.167 2.841 0.11
C -0.147 -1.980 -1.610 -0.11
H -2.508 1.044 0.406 0.04
C -1.268 2.929 2.214 -0.06
H 0.152 -2.998 -1.530 0.11
O -0.582 0.611 2.142 -0.03
C 3.644 2.403 -1.244 0.02
O -3.304 0.544 -3.155 0.10
C -1.255 -1.411 -2.331 -0.07
O -1.103 -1.351 3.399 0.08
H -0.891 2.978 1.193 0.07
C -0.410 -0.721 2.592 -0.37
C 2.519 0.258 1.679 -0.07
H -1.890 -2.084 -2.803 0.10
H 3.201 3.255 -1.796 0.13
H -3.034 2.366 3.978 0.10
C -2.908 1.144 1.391 0.01
C 3.424 0.901 0.571 -0.27
C -1.721 1.491 2.439 -0.50
H 1.190 -1.745 3.029 0.15
H -3.419 0.158 1.655 0.11
S 0.039 0.573 -1.286 1.10
C -1.290 -0.064 -2.285 -0.41
H 3.156 -0.091 2.531 0.12
C 0.639 -1.076 -0.994 -0.45
F 5.838 2.905 -2.070 0.08
H 1.845 1.076 2.051 0.11
C 0.725 -1.525 2.018 -0.06
N 1.657 -0.861 1.046 -0.16
C 2.917 1.876 -0.163 -0.10
H 1.902 2.157 0.057 0.09
H 5.282 -0.276 0.933 0.10
H 6.477 0.647 -0.948 0.12
```